Entry 1:
The following is a DFT calculation (ωB97M-V/def2-TZVPD) of a cluster of 2 separate species, C4H5Br in total.

Properties
Lowest unoccupied orbital energy, eV: -0.4
ΔE to the lowest compared entry with this formula, charge and spin, kJ/mol: 387.4
HOMO-LUMO gap, eV: 9.2
Charge: 0

Positions of all 10 atoms, in Å:
1 C 0.22923 -0.02708 0.34719
2 C 1.24926 -0.87363 0.42991
3 C -1.21958 -0.01297 -0.14356
4 C -0.60844 1.12542 0.60496
5 Br -1.00379 1.80612 2.37920
6 H 2.14794 -0.50519 1.01920
7 H 1.17273 -1.69419 -0.16487
8 H -1.36707 0.00394 -1.12345
9 H -1.84341 -0.79528 0.40923
10 H -0.35370 2.23565 -0.76152

These are the Mulliken partial charges, in e, on atoms 1 to 2: 0.34 -0.65


Entry 2:
The following is a DFT calculation (ωB97M-V/def2-TZVPD) of a structure of composition C22H11NO12Pt.

Properties
Lowest unoccupied orbital energy (spin up / spin down), eV: 7.7 / 7.7
ΔE to the lowest compared entry with this formula, charge and spin, kJ/mol: 318.1
2S+1: 3
HOMO-LUMO gap (spin up / spin down), eV: 4.0 / 4.0
Charge: -4

Positions of all 47 atoms, in Å:
1 Pt 0.20827 -1.06943 -0.21139
2 C 0.80597 2.92251 -1.35726
3 C 0.77746 4.39779 -1.29536
4 C -0.64721 5.07260 -1.49190
5 O -0.72035 6.31093 -1.39757
6 C -1.78610 4.16093 -1.75945
7 C -1.69043 2.81156 -1.73085
8 C -0.33012 2.18705 -1.47377
9 O -0.12524 0.91705 -1.39901
10 O -2.75645 2.08278 -1.69340
11 O 1.72884 5.09439 -1.02199
12 H 1.78415 2.46613 -1.32141
13 H -2.73160 4.67827 -1.82847
14 C -3.66867 -2.30301 1.94020
15 C -3.70598 -3.13249 3.19474
16 C -2.33432 -3.67181 3.88309
17 O -2.25631 -4.23543 4.97530
18 C -1.13667 -3.49542 3.15017
19 C -1.15943 -2.79415 1.97554
20 C -2.42558 -2.14366 1.40325
21 O -2.32016 -1.35483 0.34885
22 O 0.02237 -2.75705 1.38994
23 O -4.72548 -3.47055 3.76039
24 H -4.51180 -1.84501 1.44446
25 H -0.25205 -3.85643 3.65367
26 C 3.84792 1.13439 -0.09773
27 C 3.95430 2.56641 0.26901
28 C 2.89889 3.18147 1.28517
29 O 3.03870 4.38974 1.55807
30 C 1.78941 2.27053 1.71181
31 C 1.74591 1.00453 1.30431
32 C 2.78921 0.38698 0.36520
33 O 2.52751 -0.72302 -0.27440
34 O 0.67934 0.36704 1.71393
35 O 4.69768 3.36427 -0.28254
36 H 4.38764 0.78201 -0.96429
37 H 1.02702 2.72768 2.32513
38 N -0.44018 -3.69823 -1.60192
39 C 0.93147 -3.46820 -1.78285
40 C 1.13880 -2.34244 -2.51268
41 C -0.15379 -1.90764 -2.90031
42 C -1.15753 -2.69758 -2.26494
43 H -0.80145 -4.44893 -1.03094
44 H 1.62796 -4.13678 -1.29880
45 H 2.05160 -1.94040 -2.92689
46 H -0.38820 -1.06331 -3.53164
47 H -2.23534 -2.72124 -2.20047

These are the Mulliken partial charges, in e, on atoms 1 to 2: 2.27 -0.14


Entry 3:
The following is a DFT calculation (ωB97M-V/def2-TZVPD) of a structure of composition C4H6O2.

Properties
Lowest unoccupied orbital energy, eV: 0.9
ΔE to the lowest compared entry with this formula, charge and spin, kJ/mol: 50.5
HOMO-LUMO gap, eV: 11.4
Charge: 0

Positions of all 12 atoms, in Å:
1 C -1.52621 -0.08852 0.30643
2 C -0.27672 -0.05253 -0.54899
3 C 0.92741 0.72885 -0.01154
4 C 1.57047 -0.64719 0.06848
5 O 2.60910 -1.11330 0.42249
6 O 0.48898 -1.30005 -0.44911
7 H -1.81489 0.92555 0.60508
8 H -1.33271 -0.67526 1.21108
9 H -2.36480 -0.54293 -0.23015
10 H -0.49711 0.13715 -1.60266
11 H 1.41908 1.39784 -0.72236
12 H 0.79741 1.23040 0.95126

These are the Mulliken partial charges, in e, on atoms 1 to 2: -1.26 0.34


Entry 4:
The following is a DFT calculation (ωB97M-V/def2-TZVPD) of a structure of composition C25H27Cl2F4IrN2OS.

Properties
Lowest unoccupied orbital energy (spin up / spin down), eV: -9.6 / -13.0
ΔE to the lowest compared entry with this formula, charge and spin, kJ/mol: 330.3
2S+1: 6
HOMO-LUMO gap (spin up / spin down), eV: 5.8 / 2.4
Charge: +3

Positions of all 63 atoms, in Å:
1 Ir 0.19333 -0.08577 -0.63065
2 C -1.08462 2.91441 0.21846
3 N 0.26791 2.22182 -0.05732
4 C 0.98070 2.23899 1.23088
5 C 1.15265 2.90393 -1.06453
6 C 2.30790 2.01456 -1.27746
7 N 2.00326 0.60995 -1.64676
8 C 2.82490 0.12459 -2.73470
9 C 2.99947 -1.31452 -2.87620
10 F 2.33207 -2.16369 -2.07262
11 C 3.93141 -1.92407 -3.85371
12 F 3.86114 -3.19673 -3.65977
13 C 4.59952 -1.15509 -4.81435
14 C 4.22833 0.28805 -4.70243
15 F 4.52823 1.03627 -5.65736
16 C 3.40395 0.89648 -3.73464
17 F 2.97086 2.06872 -4.04449
18 H -0.95445 3.95305 0.55605
19 H -1.50510 2.21673 0.94808
20 H -1.66755 2.87713 -0.69720
21 H 1.40883 3.22270 1.49748
22 H 1.79468 1.56363 1.32269
23 H 0.24987 1.91699 1.97975
24 H 1.55681 3.85689 -0.84171
25 H 0.50742 2.94116 -2.04488
26 H 3.04589 1.82545 -0.45934
27 H 2.95991 2.37553 -1.98745
28 H 5.34081 -1.48051 -5.58299
29 Cl 3.92256 -0.64148 1.45750
30 C 3.47862 -1.07875 3.04548
31 Cl 1.69859 -1.47898 3.09220
32 H 3.63703 -0.21095 3.71679
33 H 3.98231 -1.96632 3.44163
34 O -0.72392 -1.09404 0.91831
35 S -1.78761 -2.31082 1.07312
36 C -3.21945 -1.48909 2.04699
37 C -2.62586 -1.42298 3.33590
38 C -2.40820 -0.02228 3.75439
39 C -1.89445 0.14863 5.02089
40 C -1.81403 -1.08337 5.83472
41 C -2.00220 -2.40668 5.52122
42 C -2.52088 -2.53045 4.27230
43 C -2.58077 -2.45153 -0.68448
44 C -2.42845 -1.14789 -1.41682
45 C -1.40617 -1.05670 -2.46864
46 C -1.27576 0.01097 -3.32487
47 C -2.04075 1.12802 -3.06055
48 C -3.15491 1.05346 -2.19520
49 C -3.29878 -0.06643 -1.34495
50 H -4.08650 -2.22160 1.98449
51 H -3.31053 -0.53039 1.53668
52 H -2.97286 0.65373 3.12370
53 H -1.78991 1.07876 5.53254
54 H -1.87982 -0.58722 6.78842
55 H -1.90500 -3.12803 6.33302
56 H -2.77126 -3.55814 4.15076
57 H -3.63722 -2.83646 -0.47158
58 H -2.06902 -3.22676 -1.20939
59 H -0.92123 -2.01007 -2.68727
60 H -0.40541 0.01774 -4.00275
61 H -1.99510 2.02491 -3.63197
62 H -3.89950 1.82959 -2.23235
63 H -4.13165 -0.13503 -0.56305

These are the Mulliken partial charges, in e, on atoms 1 to 2: 1.33 -0.95


Entry 5:
The following is a DFT calculation (ωB97M-V/def2-TZVPD) of a cluster of 8 separate species, C21H49ClN7O11 in total.

Properties
Lowest unoccupied orbital energy, eV: 2.5
ΔE to the lowest compared entry with this formula, charge and spin, kJ/mol: 280.8
HOMO-LUMO gap, eV: 9.0
Charge: -1

Positions of all 89 atoms, in Å:
1 Cl -0.14652 -0.36956 0.30765
2 O 1.02659 0.46625 0.47690
3 O -1.32280 0.41268 0.56064
4 O -0.19976 -0.84937 -1.03818
5 O -0.03492 -1.51571 1.17993
6 C 4.04127 1.88600 2.52713
7 C 5.36907 1.11723 2.29716
8 O 5.40444 -0.11478 2.09438
9 N 6.45765 1.82281 2.10964
10 C 7.76569 1.40816 1.61897
11 H 3.40821 1.51945 1.71906
12 H 4.15878 2.96959 2.53806
13 H 3.51251 1.67515 3.45667
14 H 6.28852 2.78232 2.37577
15 H 7.85938 0.32336 1.56854
16 H 8.57741 1.83740 2.20632
17 H 7.82770 1.90940 0.65305
18 C 2.93672 -0.24870 -6.89860
19 C 2.37874 0.68336 -5.86299
20 O 2.57162 1.88276 -6.01095
21 N 1.71082 0.13515 -4.84454
22 C 1.12018 0.84050 -3.76648
23 H 2.55313 -1.26123 -6.77312
24 H 4.00749 -0.05535 -6.83407
25 H 2.53125 0.06387 -7.86088
26 H 1.52588 -0.84692 -4.99098
27 H 1.62507 0.56241 -2.84135
28 H 0.06571 0.60639 -3.62024
29 H 1.21014 1.92614 -3.80378
30 C 4.62996 -4.49254 -0.53516
31 C 3.85241 -3.37247 0.00590
32 O 4.26170 -2.60597 0.90805
33 N 2.67404 -3.05697 -0.49297
34 C 2.04489 -3.73567 -1.63490
35 H 5.65268 -4.47811 -0.15843
36 H 4.77704 -4.28935 -1.59591
37 H 4.24508 -5.49692 -0.35853
38 H 2.18816 -2.28880 -0.05259
39 H 2.34510 -4.73054 -1.96386
40 H 1.89195 -3.05248 -2.47034
41 H 0.98409 -3.81221 -1.39628
42 C -2.53493 -3.37916 -0.34970
43 C -3.72226 -3.93585 -0.89274
44 O -4.54630 -3.24760 -1.50097
45 N -3.95740 -5.25365 -0.67747
46 C -5.19969 -5.99126 -1.05940
47 H -2.40771 -3.72044 0.67765
48 H -2.55370 -2.29038 -0.30169
49 H -1.64561 -3.62934 -0.92817
50 H -3.28861 -5.82146 -0.17705
51 H -5.86135 -6.07758 -0.19751
52 H -4.94983 -6.98894 -1.42038
53 H -5.80585 -5.48414 -1.81006
54 C -4.92175 -0.04305 0.07461
55 C -5.41478 0.48294 1.37569
56 O -6.60109 0.34038 1.68971
57 N -4.56132 1.11330 2.11845
58 C -4.84121 1.64879 3.48125
59 H -4.38960 0.73031 -0.47930
60 H -5.66474 -0.42068 -0.62785
61 H -4.25049 -0.90000 0.13074
62 H -3.65608 1.32690 1.72474
63 H -5.85986 1.44481 3.81117
64 H -4.92564 2.73391 3.42212
65 H -4.07044 1.37150 4.20036
66 C -1.88178 1.81787 7.34046
67 C -1.74508 1.73039 5.86218
68 O -2.07354 2.72542 5.19777
69 N -1.23158 0.61310 5.31775
70 C -1.08316 0.43616 3.89250
71 H -2.92730 1.56210 7.51237
72 H -1.67435 2.80757 7.74737
73 H -1.22589 1.13878 7.88521
74 H -1.01400 -0.15544 5.93589
75 H -1.48876 -0.55588 3.69393
76 H -0.05649 0.59133 3.56087
77 H -1.67312 1.16942 3.34260
78 C -0.43970 6.47632 -3.31488
79 C -0.50853 4.89679 -3.30937
80 O -0.03139 4.30623 -4.27896
81 N -1.06550 4.33340 -2.22097
82 C -1.32394 2.92453 -2.02332
83 H -0.98717 6.81405 -4.19484
84 H 0.61279 6.75812 -3.34582
85 H -0.88855 6.94074 -2.43684
86 H -1.41982 4.88649 -1.45374
87 H -0.54694 2.48350 -1.39893
88 H -1.24643 2.37270 -2.96011
89 H -2.22627 2.76037 -1.43429

These are the Mulliken partial charges, in e, on atoms 1 to 2: 1.51 -0.63


Entry 6:
The following is a DFT calculation (ωB97M-V/def2-TZVPD) of the ion C8H21BrN4O2P with charge +1.

Properties
Lowest unoccupied orbital energy, eV: -5.1
SMILES: C[C@H](Br)CN/C(N)=[N+](/CCCCN)P(O)O
HOMO-LUMO gap, eV: 7.1
Charge: +1

Positions of all 37 atoms, in Å:
1 C 3.36084 1.74904 0.07788
2 C 3.79712 0.41922 -0.65178
3 Br 3.40958 0.47274 -2.58585
4 C 3.19140 -0.87819 0.08058
5 N 1.83717 -1.09170 -0.49355
6 C 0.81596 -1.20009 0.47513
7 N 0.94513 -1.64505 1.73880
8 N -0.50405 -0.83068 0.02387
9 C -1.50504 -0.89238 1.13531
10 C -2.94481 -0.34978 0.71384
11 C -3.05176 1.22714 0.67961
12 C -1.91092 1.95019 -0.14598
13 N -2.30947 3.32687 -0.59614
14 P -0.91846 -1.85818 -1.36712
15 O -1.44151 -3.37891 -0.83881
16 O -2.04119 -1.11837 -2.38840
17 H 3.93131 1.88041 1.04711
18 H 3.58133 2.65402 -0.55583
19 H 2.26290 1.78494 0.33701
20 H 4.91734 0.33480 -0.54758
21 H 3.83570 -1.74999 -0.21374
22 H 3.20638 -0.63830 1.17316
23 H 1.80091 -1.85395 -1.17543
24 H 1.46890 -1.08309 2.41515
25 H 0.58704 -2.53507 2.07851
26 H -1.19265 -0.26900 2.02813
27 H -1.68071 -1.95539 1.49237
28 H -3.63857 -0.70700 1.53613
29 H -3.33600 -0.83556 -0.22936
30 H -3.03951 1.57872 1.75389
31 H -4.03054 1.51788 0.18996
32 H -0.96524 1.98749 0.47562
33 H -1.65503 1.28314 -1.02913
34 H -1.47641 3.90156 -0.43631
35 H -2.41958 3.25511 -1.60959
36 H -1.30083 -3.96101 -1.61118
37 H -1.58673 -0.49157 -2.97630

These are the Mulliken partial charges, in e, on atoms 1 to 2: -0.97 -0.06


Entry 7:
The following is a DFT calculation (ωB97M-V/def2-TZVPD) of a structure of composition C24H33ClI2OP3Tb.

Properties
Lowest unoccupied orbital energy (spin up / spin down), eV: -6.3 / -8.1
ΔE to the lowest compared entry with this formula, charge and spin, kJ/mol: 732.0
2S+1: 7
HOMO-LUMO gap (spin up / spin down), eV: 6.0 / 5.7
Charge: +2

Positions of all 65 atoms, in Å:
1 I -0.72586 -0.49670 -2.26648
2 I 1.67887 1.88981 -0.15033
3 Tb -1.59616 4.23325 -0.88500
4 P 1.10220 2.30820 -2.68783
5 C 1.86897 0.77173 -3.31357
6 C 0.43332 2.87721 -4.30044
7 H 1.23009 2.99170 -5.05818
8 H 3.13782 3.28769 -3.74652
9 H -0.06433 3.84634 -4.17296
10 H 2.45359 4.32029 -2.45272
11 H 1.09083 0.03722 -3.63098
12 H -0.29121 2.13822 -4.65704
13 C 2.66586 3.28997 -2.74957
14 H 2.51641 0.93330 -4.19144
15 H 3.36369 2.86284 -2.00722
16 H 2.46018 0.25753 -2.55284
17 P -2.30694 2.70356 1.68470
18 C -2.77329 1.23914 2.64110
19 C -1.75340 3.82741 3.00653
20 H -3.82932 4.31732 0.62811
21 H -4.45230 3.70139 2.19359
22 H -4.53086 2.66573 0.74573
23 C -3.92635 3.41752 1.27291
24 H -1.40769 4.78138 2.57355
25 H -2.57398 4.02111 3.72492
26 H -3.48983 1.49694 3.43610
27 H -1.89625 0.75806 3.09321
28 H -0.90295 3.34766 3.52211
29 H -3.25926 0.48768 2.00409
30 Cl -1.34875 6.31578 -1.55682
31 O -0.02283 0.19294 0.59862
32 P 0.34620 -1.21692 0.44823
33 C 1.83152 -1.69528 -0.25975
34 C 2.06372 -2.89747 -0.94749
35 C 3.29861 -3.22062 -1.49023
36 C 4.38098 -2.32190 -1.28025
37 C 4.20944 -1.19425 -0.44617
38 C 2.97374 -0.99757 0.16424
39 C 0.25654 -1.55177 2.13839
40 C -0.10569 -2.81310 2.52580
41 C -0.27544 -3.03818 3.91883
42 C 0.02522 -1.99427 4.81710
43 C 0.41879 -0.71068 4.39936
44 C 0.49238 -0.48237 3.02943
45 C -0.86240 -2.18060 -0.38054
46 C -1.94744 -2.66224 0.28696
47 C -2.82333 -3.49773 -0.39595
48 C -2.68044 -3.85179 -1.73835
49 C -1.56367 -3.36784 -2.40427
50 C -0.58839 -2.62700 -1.72276
51 H 1.24040 -3.57121 -1.21327
52 H 3.45651 -4.14801 -2.09537
53 H 5.37640 -2.62983 -1.56644
54 H 5.05056 -0.47885 -0.28265
55 H 2.80851 -0.10167 0.80032
56 H -0.40725 -3.57039 1.80526
57 H -0.61730 -4.03270 4.28596
58 H 0.02999 -2.20379 5.90290
59 H 0.63996 0.12641 5.09824
60 H 0.57821 0.56390 2.60260
61 H -2.29345 -2.21007 1.19916
62 H -3.67162 -3.92003 0.11861
63 H -3.31284 -4.57798 -2.24108
64 H -1.45122 -3.49950 -3.47919
65 H 0.27255 -2.24689 -2.34295

These are the Mulliken partial charges, in e, on atoms 1 to 2: 0.02 0.34


Entry 8:
The following is a DFT calculation (ωB97M-V/def2-TZVPD) of a cluster of 2 separate species, C2H5N3O3 in total.

Properties
Lowest unoccupied orbital energy, eV: 0.7
SMILES: NC(N)=NO.O=C=O
ΔE to the lowest compared entry with this formula, charge and spin, kJ/mol: 58.7
HOMO-LUMO gap, eV: 9.3
Charge: 0

Positions of all 13 atoms, in Å:
1 N -0.15206 1.44659 -0.03985
2 C 0.02020 0.11962 0.08874
3 N -1.04556 -0.72641 -0.20382
4 N 1.20811 -0.37278 0.12000
5 O 1.13125 -1.84945 -0.04073
6 H 0.69742 2.03272 0.25057
7 H -1.00734 1.90688 0.37120
8 H -1.94344 -0.37624 -0.24206
9 H -0.89328 -1.77575 -0.19424
10 H 2.11050 -1.92835 -0.02743
11 O 3.64959 -0.72666 0.00429
12 C 3.28449 0.38722 -0.08299
13 O 3.05928 1.52656 -0.08749

These are the Mulliken partial charges, in e, on atoms 1 to 2: -0.47 0.39